P | This record from the OMol25 dataset describes a 2-piece molecular cluster, C3H6S3 overall. The level of theory is wB97M-V/def2-TZVPD.

Results
LUMO level (alpha / beta) (eV): -2.188 / -2.189
2S+1: 1
Orbital gap (alpha / beta) (eV): 6.886 / 6.885
Charge: 0
HOMO energy (alpha / beta) (Eh): -0.33347 / -0.33346

```
12
C3H6S3, DFT wB97M-V/def2-TZVPD
C 0.3138 0.1173 -0.2852
C 1.2076 0.0455 0.5961
C -1.1223 0.0433 0.0390
S 3.7777 0.1192 -0.8040
S -1.9656 -1.4789 -0.3434
S -2.1025 1.4722 -0.6521
H 0.4109 0.0160 -1.3645
H 1.1427 0.1097 1.6332
H -1.2792 0.0925 1.1272
H 3.5757 1.0969 -1.7813
H -1.4106 -1.4143 -1.6205
H -2.3739 0.9435 -1.8846
```

***

Q | This record from the OMol25 dataset describes one molecule with the formula C3H6S3. The level of theory is wB97M-V/def2-TZVPD.

Results
LUMO level (eV): -0.476
2S+1: 1
Orbital gap (eV): 8.514
Structure (SMILES): S=CSCCS
Charge: 0
HOMO energy (Eh): -0.33037

```
12
C3H6S3, DFT wB97M-V/def2-TZVPD
S -2.3478 -0.8100 0.8080
C -0.9428 -1.5024 1.2159
S 0.7272 -0.9513 0.9615
C 0.4293 0.8215 0.5732
C 0.2223 1.3406 -0.8644
S 1.6397 1.3297 -2.1293
H -0.7965 -2.4917 1.5592
H 1.3547 1.2356 1.0554
H -0.5349 1.1291 1.1845
H -0.6601 0.8046 -1.2602
H 0.1677 2.3282 -0.6968
H 1.9114 -0.0568 -1.6345
```

***

Most stable: Q (next structure +334.8 kJ/mol)

***

P | This record from the OMol25 dataset describes one molecule with the formula C3H9NS. The level of theory is wB97M-V/def2-TZVPD.

Results
LUMO level (eV): 1.052
2S+1: 1
Orbital gap (eV): 9.498
Structure (SMILES): NCCCS
Charge: 0
HOMO energy (Eh): -0.31037

```
14
C3H9NS, DFT wB97M-V/def2-TZVPD
N 0.0846 -2.0105 0.7362
C 0.3436 -1.0889 -0.3455
C 0.5004 0.4984 0.1179
C -0.4085 1.3089 -0.7630
S -1.1330 2.6220 0.3541
H 0.4354 -1.8712 1.6327
H -0.5511 -2.7205 0.6448
H 1.5172 -1.2045 -0.6869
H -0.3438 -1.1046 -1.3146
H 0.3062 0.4072 1.2148
H 1.4871 0.7995 -0.0894
H -1.1049 0.7319 -1.4871
H 0.1773 1.8300 -1.4554
H -1.3106 1.8023 1.4413
```

***

Q | This record from the OMol25 dataset describes a 2-piece molecular cluster, C3H9NS overall. The level of theory is wB97M-V/def2-TZVPD.

Results
LUMO level (eV): -0.379
2S+1: 1
Orbital gap (eV): 8.391
Charge: 0
HOMO energy (Eh): -0.32231

```
14
C3H9NS, DFT wB97M-V/def2-TZVPD
C 1.9325 0.0796 0.9351
N 1.0397 0.1407 -0.2339
C -0.3325 -0.2063 0.0476
C -1.2350 -0.1869 -1.1622
S -2.7863 -0.9364 -0.7199
H 1.7728 0.9664 1.5791
H 1.8289 -0.8855 1.4761
H 2.9761 0.0757 0.5898
H 1.1419 1.0363 -0.6937
H -0.8148 0.5047 0.7536
H -0.3242 -1.1963 0.5122
H -0.8753 -0.7529 -2.0606
H -1.3559 0.8481 -1.4824
H -2.9678 0.5128 0.4592
```

***

Most stable: P (next structure +34.3 kJ/mol)

***

P | This record from the OMol25 dataset describes a 2-piece molecular cluster, C3H9NS overall. The level of theory is wB97M-V/def2-TZVPD.

Results
LUMO level (eV): 0.530
2S+1: 1
Orbital gap (eV): 8.883
Structure (SMILES): C=N.CCS
Charge: 0
HOMO energy (Eh): -0.30696

```
14
C3H9NS, DFT wB97M-V/def2-TZVPD
C 3.0299 0.3086 0.6705
N 2.8576 -0.7205 -0.0053
H 3.0890 1.3477 0.2851
H 3.0182 0.3380 1.7826
H 3.4938 -1.3015 -0.5158
C -2.2422 -0.7160 -0.4486
C -1.8081 0.7768 -0.3037
S -0.2660 0.9681 0.6945
H -1.6585 -1.3881 0.1640
H -2.2888 -0.9882 -1.5019
H -3.2603 -0.7721 -0.0557
H -2.6440 1.4002 -0.0374
H -1.4260 1.0455 -1.2792
H 0.1053 -0.2984 0.5508
```

***

Q | This record from the OMol25 dataset describes C3H9NS as an isolated structure. The level of theory is wB97M-V/def2-TZVPD.

Results
LUMO level (eV): 0.046
2S+1: 1
Orbital gap (eV): 8.272
Charge: 0
HOMO energy (Eh): -0.30232

```
14
C3H9NS, DFT wB97M-V/def2-TZVPD
C -1.1800 -0.2736 0.7155
C -0.6379 1.2509 0.3912
C 0.5447 0.9175 -0.5109
H -2.4156 0.1401 -0.9897
H -2.5868 -1.4253 -0.6822
H -0.1256 -1.0513 0.5589
H -1.8703 -0.7008 1.8783
H 0.0286 1.4873 1.3003
H -1.4636 2.0084 0.3481
H 1.3506 1.7261 -0.7680
H 0.3883 0.7688 -1.6632
H 0.3982 -1.5767 0.6278
N -1.8013 -0.7059 -0.6816
S 1.6590 -0.4877 0.0366
```

***

Most stable: P (next structure +405.3 kJ/mol)

***

P | This record from the OMol25 dataset describes a 2-piece molecular cluster, C3H9NS overall. The level of theory is wB97M-V/def2-TZVPD.

Results
LUMO level (eV): 0.878
2S+1: 1
Orbital gap (eV): 9.329
Structure (SMILES): C=N.CSC
Charge: 0
HOMO energy (Eh): -0.31054

```
14
C3H9NS, DFT wB97M-V/def2-TZVPD
C -2.2096 -0.3771 -2.0960
N -2.5792 -1.5507 -1.6722
H -2.1390 0.4641 -1.3081
H -2.0580 -0.2970 -3.2521
H -2.4210 -2.1845 -2.4026
C 2.6015 1.1625 2.1482
S 0.8523 1.1896 1.1034
C -0.0706 -0.2350 0.2974
H 2.9303 0.0980 1.9810
H 2.4389 1.5710 3.1255
H 3.3516 1.7165 1.6486
H 0.0862 -1.2832 0.6713
H -1.1467 0.0500 0.4616
H 0.3633 -0.3243 -0.7061
```

***

Q | This record from the OMol25 dataset describes one molecule with the formula C3H9NS. The level of theory is wB97M-V/def2-TZVPD.

Results
LUMO level (eV): 1.136
2S+1: 1
Orbital gap (eV): 9.416
Structure (SMILES): CNCSC
Charge: 0
HOMO energy (Eh): -0.30427

```
14
C3H9NS, DFT wB97M-V/def2-TZVPD
C 0.9694 1.9829 1.0293
N 0.7833 0.5674 0.7750
C -0.4378 0.0594 0.2236
S -0.5142 -0.2526 -1.5713
C -0.7590 -2.0949 -1.6161
H 0.5582 2.3468 1.9926
H 2.0398 2.1373 1.1760
H 0.4917 2.5222 0.2165
H 1.3233 -0.0455 1.3487
H -1.2423 0.7829 0.4023
H -0.7386 -0.7501 0.8966
H -0.4884 -2.4684 -0.6344
H -0.1834 -2.4173 -2.4735
H -1.8019 -2.3701 -1.7653
```

***

R | This record from the OMol25 dataset describes a 2-piece molecular cluster, C3H9NS overall. The level of theory is wB97M-V/def2-TZVPD.

Results
LUMO level (eV): -4.338
2S+1: 1
Orbital gap (eV): 4.343
Charge: 0
HOMO energy (Eh): -0.31900

```
14
C3H9NS, DFT wB97M-V/def2-TZVPD
C -1.8914 -0.3196 0.0166
N -0.5161 -0.4146 0.5183
C 0.4973 -0.4646 -0.5248
C 1.8578 -0.0619 0.0656
S -0.1759 2.5455 1.0679
H -1.9678 0.3303 -0.8734
H -2.3117 -1.3065 -0.2105
H -2.5654 0.1552 0.7360
H -0.3680 0.5331 0.9422
H 0.2218 0.1584 -1.3862
H 0.6139 -1.4718 -0.9418
H 2.7166 -0.6555 -0.2572
H 1.8417 0.0130 1.1533
H 2.0474 0.9589 -0.3060
```

***

S | This record from the OMol25 dataset describes one molecule with the formula C3H9NS. The level of theory is wB97M-V/def2-TZVPD.

Results
LUMO level (eV): 1.120
2S+1: 1
Orbital gap (eV): 9.548
Structure (SMILES): CNCSC
Charge: 0
HOMO energy (Eh): -0.30975

```
14
C3H9NS, DFT wB97M-V/def2-TZVPD
C -1.0643 -1.2301 -2.2543
N -0.8854 -0.3089 -1.1514
C 0.1948 -0.6026 -0.2668
S 0.8881 0.8668 0.6132
C 0.2070 0.6687 2.2788
H -1.1993 -2.2981 -2.0467
H -1.9044 -0.8986 -2.8600
H -0.1809 -1.1236 -2.8924
H -1.7323 -0.1227 -0.6501
H 1.0587 -0.9749 -0.8088
H -0.0527 -1.3347 0.5087
H -0.8211 1.0216 2.2687
H 0.8693 1.1605 2.9812
H 0.1751 -0.3934 2.5336
```

***

Most stable: S (next structure +37.3 kJ/mol)